No. 1
The following is a DFT calculation (ωB97M-V/def2-TZVPD) of a 2-piece molecular cluster, C5H8BrNO overall at a distorted geometry.

Computed properties:
HOMO energy ... -9.11 eV
Energy relative to the best compared isomer or geometry (same formula, charge and spin) ... 5.787 eV
LUMO level ... 0.602 eV
Orbital gap ... 9.71 eV
DFT total energy ... -2899.13702 a.u.
Charge ... 0
Multiplicity ... 1

Each line ends with the natural charge from an NBO analysis.
Cartesian coordinates (Å):
C (-0.263, 1.560, 0.443)  0.36
C (0.611, -0.276, -0.030)  -0.19
C (-0.407, 1.695, 1.890)  -0.68
C (0.434, -2.705, -0.882)  -0.66
C (0.053, -1.277, -0.664)  -0.29
N (-0.795, 2.278, -0.387)  -0.14
O (-0.709, 2.324, -1.758)  -0.53
Br (2.246, -0.379, 0.899)  0.03
H (-0.702, 0.852, 2.315)  0.23
H (-1.216, 2.392, 1.941)  0.24
H (0.516, 2.111, 2.360)  0.24
H (0.653, -2.778, -1.989)  0.23
H (-0.459, -3.397, -0.773)  0.23
H (1.241, -2.894, -0.089)  0.24
H (-0.316, 1.562, -2.228)  0.47
H (-0.888, -1.068, -1.048)  0.21

=====

No. 2
The following is a DFT calculation (ωB97M-V/def2-TZVPD) of an isolated ion of composition C5H8BrO3 and charge -1 at a distorted geometry.

Computed properties:
HOMO energy ... -4.59 eV
Energy relative to the best compared isomer or geometry (same formula, charge and spin) ... 0.000 eV
LUMO level ... 3.426 eV
Orbital gap ... 8.02 eV
DFT total energy ... -2995.11172 a.u.
Charge ... -1
Multiplicity ... 1

Each line ends with the natural charge from an NBO analysis.
Cartesian coordinates (Å):
C (1.120, 1.595, 0.272)  -0.63
C (-0.014, 0.582, 0.562)  -0.21
C (0.575, -0.598, 1.386)  -0.65
C (-0.633, -0.092, -0.989)  0.18
O (0.293, -0.518, -1.903)  -0.77
Br (-1.558, 1.432, -1.861)  -0.11
C (-1.683, -1.276, -0.662)  0.72
O (-1.334, -2.346, -1.200)  -0.79
O (-2.624, -0.980, 0.008)  -0.72
H (0.940, 2.241, -0.528)  0.22
H (2.028, 1.113, -0.056)  0.20
H (1.262, 2.083, 1.250)  0.19
H (-0.847, 1.105, 1.101)  0.21
H (1.185, -0.226, 2.217)  0.19
H (1.150, -1.199, 0.674)  0.21
H (-0.144, -1.420, 1.685)  0.23
H (0.284, -1.496, -1.956)  0.51

=====

No. 3
The following is a DFT calculation (ωB97M-V/def2-TZVPD) of one molecule with the formula C5H8BrP at a distorted geometry.

Computed properties:
HOMO energy ... -8.61 eV
Energy relative to the best compared isomer or geometry (same formula, charge and spin) ... 1.009 eV
LUMO level ... 0.677 eV
Orbital gap ... 9.29 eV
DFT total energy ... -3110.63276 a.u.
Charge ... 0
Multiplicity ... 1

Each line ends with the natural charge from an NBO analysis.
Cartesian coordinates (Å):
C (1.578, 0.927, 0.852)  -0.94
P (1.017, 0.733, -0.870)  0.77
C (-0.719, 1.193, -0.618)  -0.54
C (-1.516, 0.147, -0.059)  -0.07
Br (-3.327, 0.145, 0.341)  0.11
C (-0.757, -1.116, 0.141)  -0.50
C (0.347, -1.053, -0.930)  -0.64
H (2.645, 0.639, 1.082)  0.24
H (0.971, 0.398, 1.535)  0.21
H (1.383, 1.932, 0.997)  0.23
H (-1.152, 2.122, -0.765)  0.22
H (-0.125, -1.165, 1.001)  0.23
H (-1.415, -2.052, 0.075)  0.23
H (1.090, -1.804, -0.797)  0.22
H (-0.020, -1.045, -1.985)  0.22

=====

No. 4
The following is a DFT calculation (ωB97M-V/def2-TZVPD) of one molecule with the formula C5H8BrP at a distorted geometry.

Computed properties:
HOMO energy ... -8.74 eV
Energy relative to the best compared isomer or geometry (same formula, charge and spin) ... 1.057 eV
LUMO level ... 0.928 eV
Orbital gap ... 9.67 eV
DFT total energy ... -3110.63100 a.u.
Charge ... 0
Multiplicity ... 1

Each line ends with the natural charge from an NBO analysis.
Cartesian coordinates (Å):
C (-0.172, -1.998, 0.323)  -0.89
P (-1.104, -0.783, -0.765)  0.78
C (0.506, -0.104, -1.405)  -0.50
C (0.959, 0.945, -0.730)  -0.13
Br (2.354, 1.985, -1.104)  0.12
C (0.079, 1.439, 0.476)  -0.44
C (-1.137, 0.572, 0.464)  -0.73
H (-0.829, -2.467, 0.939)  0.21
H (0.661, -1.641, 0.888)  0.22
H (0.266, -2.651, -0.374)  0.22
H (0.865, -0.629, -2.227)  0.23
H (0.746, 1.335, 1.323)  0.22
H (0.041, 2.572, 0.513)  0.23
H (-1.225, 0.212, 1.456)  0.24
H (-2.011, 1.214, 0.224)  0.23